Record 1
A cluster of 2 separate species, C4H14N3O in total. Source: OMol25; level of theory: the ωB97M-V functional and the def2-TZVPD basis.

XYZ file:
```
22
C4H14N3O, DFT the ωB97M-V functional and the def2-TZVPD basis
C 0.730 0.152 2.826
C 2.077 -0.414 2.411
O 0.055 0.863 1.746
H 0.071 -0.712 2.997
H 0.832 0.842 3.664
H 2.817 0.314 2.092
H -0.216 1.713 2.140
H 1.915 -1.089 1.557
H 2.361 -1.109 3.201
C -2.180 0.263 -2.835
C -0.314 -0.116 -1.359
N 0.982 0.063 -1.100
N -0.735 0.314 -2.551
N -1.079 -0.839 -0.527
H 1.660 0.430 -1.750
H 1.362 -0.010 -0.159
H -0.096 0.386 -3.314
H -2.086 -0.738 -0.503
H -0.560 -0.971 0.313
H -2.819 0.601 -2.029
H -2.454 -0.771 -3.072
H -2.325 0.829 -3.748
```

Properties
Multiplicity = 1
Max |F| = 2.418 eV/Å
Net charge = +1
Total energy = -400.0915 Ha
LUMO = -2.760 eV
Energy above the lowest of the compared OMol25 structures with the same formula, charge and spin = 25.8 kcal/mol
Frontier orbital gap = 11.235 eV

natural (NBO) atomic charge list, values in e, 4 entries: atom 1 (C): -0.072, atom 2 (C): -0.636, atom 3 (O): -0.784, atom 4 (H): 0.172


Record 2
A structure of composition C32H40IN4PV. Source: OMol25; level of theory: the ωB97M-V functional and the def2-TZVPD basis.

XYZ file:
```
79
C32H40IN4PV, DFT the ωB97M-V functional and the def2-TZVPD basis
V -0.261 -0.842 -1.074
I -2.547 -1.511 0.292
C -2.710 -0.685 2.248
C -3.987 -0.852 2.699
C -4.343 -0.455 3.997
C -3.387 0.080 4.799
C -2.056 0.254 4.348
C -1.122 0.784 5.264
C 0.184 0.946 4.921
C 0.584 0.605 3.625
C -0.283 0.117 2.666
P 0.627 -0.143 1.078
C 1.501 1.450 0.818
C 1.013 2.657 1.316
C 1.618 3.859 0.969
C 2.724 3.875 0.132
C 3.226 2.679 -0.364
C 2.611 1.481 -0.033
C 1.906 -1.326 1.662
C 1.438 -2.593 2.030
C 2.314 -3.578 2.457
C 3.675 -3.311 2.526
C 4.143 -2.045 2.214
C 3.266 -1.052 1.789
C -1.656 -0.111 3.016
H -4.739 -1.299 2.062
H -5.358 -0.595 4.344
H -3.625 0.379 5.813
H -1.469 1.043 6.258
H 0.905 1.335 5.628
H 1.627 0.751 3.372
H 0.170 2.666 1.994
H 1.223 4.787 1.365
H 3.204 4.812 -0.119
H 4.095 2.681 -1.011
H 3.026 0.555 -0.409
H 0.370 -2.784 2.044
H 1.935 -4.549 2.753
H 4.365 -4.080 2.850
H 5.197 -1.814 2.314
H 3.650 -0.061 1.602
N 1.546 -0.863 -2.251
C 1.329 -1.273 -3.669
C 0.233 -2.326 -3.768
C 0.612 -3.697 -3.172
C -0.131 -4.028 -1.888
N 0.235 -3.094 -0.788
H 2.116 -0.024 -2.237
H 2.103 -1.576 -1.787
H 2.252 -1.650 -4.109
H 1.040 -0.390 -4.236
H -0.025 -2.438 -4.820
H -0.681 -1.947 -3.273
H 1.691 -3.742 -2.982
H 0.397 -4.485 -3.892
H 0.072 -5.059 -1.598
H -1.207 -3.946 -2.056
H 1.192 -3.280 -0.502
H -0.324 -3.341 0.021
C -2.263 0.747 -2.938
C -2.917 2.073 -3.431
N -2.253 3.220 -2.823
C -2.444 3.192 -1.376
C -1.978 1.824 -0.814
N -1.263 1.049 -1.872
C -0.204 1.900 -2.490
C -0.827 3.182 -3.112
H -1.750 0.240 -3.758
H -3.017 0.072 -2.529
H -3.973 2.105 -3.164
H -2.850 2.154 -4.515
H -3.498 3.356 -1.150
H -1.875 4.012 -0.936
H -2.838 1.238 -0.502
H -1.321 1.951 0.040
H 0.285 1.310 -3.267
H 0.527 2.153 -1.727
H -0.684 3.202 -4.193
H -0.357 4.071 -2.694
```

Properties
Multiplicity = 4
Max |F| = 1.130 eV/Å
Net charge = +2
⟨S²⟩ = 3.76
Total energy = -3045.0093 Ha
LUMO (spin up / spin down) = -5.378 / -5.706 eV
Energy above the lowest of the compared OMol25 structures with the same formula, charge and spin = 0.0 kcal/mol
Frontier orbital gap (spin up / spin down) = 7.971 / 7.669 eV

Löwdin atomic charge list, values in e, 4 entries: atom 1 (V): 0.351, atom 2 (I): 1.254, atom 3 (C): -0.516, atom 4 (C): -0.163


Record 3
A cluster of 2 separate species, C5H10O2 in total. Source: OMol25; level of theory: the ωB97M-V functional and the def2-TZVPD basis.

XYZ file:
```
17
C5H10O2, DFT the ωB97M-V functional and the def2-TZVPD basis
C 0.052 0.725 -2.083
C -0.111 0.882 0.161
C -1.070 -0.232 0.499
O -1.929 -0.575 -0.556
C 0.138 -1.139 0.823
C 0.987 0.128 0.959
O 2.283 -0.003 0.435
H 0.541 1.136 -1.125
H -0.953 1.056 -2.357
H 0.117 -0.354 -2.248
H -0.333 1.924 0.428
H -1.641 0.018 1.407
H -2.334 -1.423 -0.345
H 0.068 -1.826 1.669
H 0.463 -1.665 -0.078
H 1.031 0.476 2.009
H 2.690 0.873 0.402
```

Properties
Multiplicity = 1
Max |F| = 1.479 eV/Å
Total energy = -346.7963 Ha
LUMO = 0.499 eV
Energy above the lowest of the compared OMol25 structures with the same formula, charge and spin = 143.8 kcal/mol
Frontier orbital gap = 8.588 eV

natural (NBO) atomic charge list, values in e, 4 entries: atom 1 (C): -0.555, atom 2 (C): -0.256, atom 3 (C): 0.068, atom 4 (O): -0.705


Record 4
A structure of composition H24NeO12. Source: OMol25; level of theory: the ωB97M-V functional and the def2-TZVPD basis.

XYZ file:
```
37
H24NeO12, DFT the ωB97M-V functional and the def2-TZVPD basis
Ne -0.328 -0.029 -0.172
O 1.300 2.812 -2.127
H 1.400 2.698 -3.072
H 2.032 3.373 -1.873
O -0.955 -2.830 2.055
H -0.049 -3.041 1.827
H -0.914 -1.936 2.395
O 1.960 -0.304 1.669
H 2.630 0.054 2.251
H 1.275 0.365 1.651
O -3.166 -1.519 0.506
H -2.434 -2.021 0.865
H -3.490 -2.052 -0.220
O -0.737 -0.420 3.571
H -0.804 -0.374 4.525
H -0.675 0.493 3.290
O 2.513 0.231 -1.124
H 2.452 -0.050 -0.211
H 2.051 1.069 -1.148
O 0.311 1.902 2.310
H 0.038 2.359 1.515
H -0.090 2.400 3.023
O 1.614 -3.015 1.308
H 1.766 -2.107 1.572
H 2.246 -3.522 1.818
O -3.272 1.831 -2.535
H -2.854 0.970 -2.531
H -3.841 1.825 -1.765
O 2.298 -1.816 -3.106
H 2.936 -2.364 -2.647
H 2.134 -1.087 -2.508
O -1.776 -0.491 -3.133
H -1.629 -0.237 -4.044
H -1.525 -1.415 -3.099
O -0.779 2.968 0.044
H -1.466 2.341 -0.184
H -0.172 2.939 -0.696
```

Properties
Multiplicity = 1
Max |F| = 1.303 eV/Å
Total energy = -1046.2410 Ha
LUMO = -0.003 eV
Energy above the lowest of the compared OMol25 structures with the same formula, charge and spin = 12.9 kcal/mol
Frontier orbital gap = 10.353 eV

natural (NBO) atomic charge list, values in e, 4 entries: atom 1 (Ne): -0.001, atom 2 (O): -0.964, atom 3 (H): 0.495, atom 4 (H): 0.482